The following is a quantum chemistry calculation of a molecular structure, C16H56BF4N4O10 at a distorted geometry, from the OMol25 dataset.

total charge = -1
E_LUMO = 0.0883 hartree
relative energy (zero: lowest compared OMol25 entry of this formula, charge and spin) = 2354.5 kJ/mol
orbital gap = 7.392 eV

Atoms and positions in Å:
B -0.4542 -1.9263 1.0185
F -1.0870 -2.2980 2.1767
F -0.0605 -3.0606 0.4288
F -1.2756 -1.2130 0.2049
F 0.6119 -1.1265 1.4156
C -3.2684 1.7952 -0.0193
C -3.6726 0.5108 -0.7410
C -4.4426 0.7216 -2.1269
O -5.7282 1.2751 -1.7934
C -6.4212 1.9719 -2.8245
N -2.3663 -0.2170 -0.9085
H -2.7396 1.6047 0.9146
H -3.9634 2.6344 0.0088
H -2.4732 2.2374 -0.6195
H -4.3113 0.0081 -0.0147
H -4.6423 -0.1747 -2.7142
H -3.9663 1.4741 -2.7554
H -7.4417 2.2803 -2.5972
H -6.5276 1.4133 -3.7544
H -5.9041 2.9272 -2.9145
H -1.8111 -0.2455 -0.0653
H -1.7907 0.0888 -1.6801
C 0.8805 2.9855 5.4758
C 0.2948 2.6788 4.1038
C -0.5582 1.3599 3.9292
O -1.1021 1.2943 2.6305
C -1.6143 0.0493 2.2216
N -0.5209 3.7711 3.6901
H 1.3784 3.9431 5.3242
H 1.6809 2.2569 5.6045
H 0.2356 2.9871 6.3546
H 1.1480 2.6339 3.4269
H -1.4535 1.2965 4.5477
H 0.0000 0.4587 4.1828
H -2.5652 0.1786 1.7047
H -1.5175 -0.7488 2.9577
H -0.8780 -0.2223 1.4652
H -0.9479 3.4643 2.8277
H -1.2771 3.8896 4.3490
C 2.3020 -0.1039 -4.3083
C 2.2844 -1.6949 -4.3774
C 1.0731 -2.3307 -3.6191
O 1.1724 -2.1530 -2.2362
C 0.1763 -1.3030 -1.6392
N 2.1732 -2.0095 -5.8173
H 2.3682 0.2193 -3.2694
H 1.4101 0.3901 -4.6937
H 3.1381 0.2142 -4.9311
H 3.2238 -2.0308 -3.9383
H 1.2258 -3.3894 -3.8286
H 0.2109 -1.8965 -4.1252
H 0.2485 -0.3190 -2.1023
H 0.3957 -1.2728 -0.5719
H -0.8174 -1.7496 -1.6743
H 2.5121 -1.2573 -6.3999
H 1.2041 -1.9205 -6.0874
C 4.5299 3.4122 -0.7341
C 3.6187 2.7595 0.2362
C 2.8504 1.5346 -0.3204
O 2.0822 0.8959 0.6824
C 2.5597 -0.4472 1.0551
N 4.4070 2.6078 1.4165
H 4.9782 4.3622 -0.4430
H 4.0004 3.5818 -1.6717
H 5.3755 2.7534 -0.9313
H 2.8527 3.5193 0.3908
H 3.5693 0.8938 -0.8309
H 2.1348 1.9265 -1.0432
H 2.4737 -1.0551 0.1544
H 2.1016 -0.9554 1.9036
H 3.5544 -0.2980 1.4752
H 4.6710 3.5086 1.7892
H 3.7897 2.2894 2.1498
O 0.3700 0.5639 -0.0501
H 1.2526 0.5933 0.3192
H -0.0934 -0.0790 0.4867
O -3.0504 -2.4863 -0.0657
H -2.1914 -2.5781 -0.4778
H -2.9506 -1.7481 0.5355
O 1.2156 -2.0587 3.2014
H 0.9042 -1.6272 2.4058
H 0.4279 -2.4341 3.5949
O -0.3493 -5.5913 0.1158
H 0.3637 -5.0394 -0.2054
H -0.5685 -5.2255 0.9728
O -0.9127 -4.4125 1.8539
H -0.7003 -3.4938 1.6893
H -0.2211 -4.7172 2.4413
O 0.9010 -4.1214 -1.3037
H 1.5040 -3.7587 -0.6548
H 0.8008 -3.4257 -1.9535